25
Properties=species:S:1:pos:R:3:lowdin_charge:R:1 method="wB97M-V/def2-TZVPD" fmax_ev_per_a=3.42 energy_ha=-385.1617 e_above_lowest_kj_mol=207.6 e_lumo_ev=-3.24 charge=+1
H -5.532 0.036 -0.124 0.03
O -5.028 -0.083 0.679 -0.06
C -0.067 0.806 -0.231 -0.23
H -4.845 0.739 1.143 0.03
H 0.625 -2.965 -1.115 0.13
H 0.410 -2.415 1.586 0.17
C 0.853 0.405 -1.355 -0.18
H 2.509 -1.089 -1.074 0.11
H 1.374 -1.353 -2.427 0.12
H 2.226 2.189 -0.157 0.06
H 1.875 -2.292 0.881 0.16
H -0.114 1.867 1.583 0.11
N 0.572 1.395 0.995 -0.14
H -0.666 1.660 -0.645 0.13
H 1.050 3.391 0.542 0.10
H 1.620 1.127 -1.580 0.09
H -0.725 -0.017 0.088 0.10
C 1.482 -1.061 -1.372 -0.14
C 1.585 2.406 0.672 -0.12
C 0.501 -1.993 -0.617 -0.13
H -0.580 -1.841 -0.733 0.13
H 2.242 2.623 1.520 0.08
H 0.332 0.372 -2.305 0.11
H 1.149 -0.930 1.153 0.13
N 0.928 -1.898 0.878 0.20

---

21
Properties=species:S:1:pos:R:3:lowdin_charge:R:1 method="wB97M-V/def2-TZVPD" fmax_ev_per_a=2.25 energy_ha=-308.3656 e_above_lowest_kj_mol=150.8 e_lumo_ev=1.02 smiles=CNCCCCN
N -1.531 -1.083 -0.359 -0.14
H 2.007 0.679 -1.573 0.10
C -0.032 0.632 -1.255 -0.17
H 0.932 2.064 1.035 0.05
H 1.451 -0.229 1.246 0.09
H -0.816 -1.800 -0.331 0.10
C -1.054 0.276 -0.154 -0.25
H 1.747 -0.949 -1.244 0.10
H 2.979 0.178 0.429 0.10
N 1.893 1.840 0.787 0.00
H -3.345 -0.944 0.731 0.08
H 0.251 1.673 -1.353 0.09
H -0.581 0.167 0.830 0.09
H -0.336 0.205 -2.221 0.11
C -2.510 -1.637 0.570 -0.14
H 2.441 1.895 1.638 0.06
C 1.390 0.037 -0.926 -0.21
H -1.810 1.044 -0.019 0.11
H -2.113 -1.862 1.559 0.07
C 1.909 0.377 0.478 -0.31
H -2.872 -2.563 0.132 0.07

---

8
Properties=species:S:1:pos:R:3:lowdin_charge:R:1 method="wB97M-V/def2-TZVPD" fmax_ev_per_a=3.39 s2=2.0099 energy_ha=-3003.7103 e_above_lowest_kj_mol=320.2 e_lumo_ev="0.72 / -5.36" spin_multiplicity=3
H 0.879 0.425 0.714 -0.02
H -0.427 -0.618 1.312 0.04
H -1.285 1.482 -1.766 -0.04
F -1.514 2.301 0.300 -0.35
H 0.714 -1.109 0.022 0.01
Br -3.184 -0.368 0.035 0.46
C 0.180 -0.272 0.396 -0.22
Si -1.294 0.723 -0.432 0.12

---

111
Properties=species:S:1:pos:R:3:lowdin_charge:R:1 method="wB97M-V/def2-TZVPD" fmax_ev_per_a=12.69 energy_ha=-2700.5238 e_above_lowest_kj_mol=2603.0 e_lumo_ev=-0.27
C -20.155 13.372 17.255 0.02
C -18.215 19.221 15.304 -0.27
O -14.102 17.464 12.061 -0.14
N -19.191 12.293 15.383 -0.06
H -14.549 14.229 16.921 0.10
C -15.348 9.987 19.012 0.00
H -15.061 11.915 15.145 0.11
H -12.335 13.017 17.623 0.12
H -14.034 14.514 13.006 0.10
C -21.517 16.639 11.444 -0.15
O -16.547 14.331 17.471 -0.23
H -19.362 11.398 21.337 0.08
C -16.779 18.532 17.073 -0.14
H -15.870 16.249 11.930 0.02
H -18.731 15.350 18.299 0.09
H -18.260 12.769 16.857 0.08
C -14.400 12.774 15.261 -0.12
H -21.331 17.285 10.586 0.12
C -13.771 17.784 13.411 -0.15
H -21.139 13.651 16.877 0.13
O -20.607 17.036 12.489 -0.09
N -16.165 10.573 17.834 0.11
H -16.411 9.946 17.082 0.14
H -15.959 20.407 17.127 0.11
H -18.626 17.507 16.552 0.08
H -16.482 18.377 18.110 0.12
H -16.026 13.724 9.274 0.15
N -18.334 12.481 19.708 0.06
C -18.054 14.705 18.859 0.00
H -19.010 19.142 17.205 0.12
N -16.235 14.634 9.660 0.04
C -13.152 16.378 13.663 -0.12
H -18.340 13.290 13.735 0.10
O -20.372 11.062 17.014 0.03
O -17.050 15.813 11.442 -0.05
H -18.836 16.087 13.243 0.09
H -16.214 13.903 13.028 0.13
C -14.117 13.261 16.670 -0.12
H -16.234 15.729 7.798 0.09
H -19.173 19.696 15.090 0.13
H -12.914 11.473 14.395 0.12
H -21.287 14.842 10.206 0.11
H -15.320 19.666 15.697 0.10
C -21.185 15.148 11.247 -0.14
H -15.940 9.399 19.714 0.07
H -19.221 14.643 10.895 0.09
C -19.801 14.949 11.766 -0.17
H -18.138 12.985 10.735 0.11
H -14.965 10.824 19.595 0.09
C -16.230 19.767 16.288 -0.14
H -15.050 15.315 13.961 0.05
H -17.523 11.443 15.931 0.05
H -17.557 15.450 19.480 0.12
H -12.285 16.217 13.022 0.12
H -18.181 11.168 13.780 0.11
C -18.075 14.269 14.134 -0.16
H -16.619 12.814 11.666 0.11
O -17.410 20.285 15.571 -0.13
H -14.847 15.945 8.832 0.09
O -18.106 14.094 15.539 -0.32
C -18.723 11.101 14.724 -0.08
H -12.898 16.326 14.722 0.11
C -17.460 13.469 11.439 -0.03
C -19.408 16.298 12.340 -0.19
C -12.577 13.441 16.648 -0.18
H -18.769 13.142 15.032 -0.03
H -17.870 18.659 14.437 0.12
H -18.220 10.423 15.413 0.08
O -12.071 12.727 15.565 -0.13
H -17.410 12.384 19.312 -0.11
O -16.530 12.699 18.706 0.03
H -14.729 17.897 13.919 0.11
C -12.999 12.545 14.569 -0.17
C -18.834 13.665 19.632 -0.64
H -17.477 14.264 18.046 -0.15
C -19.906 12.153 16.521 -0.50
H -16.630 15.589 13.424 0.13
O -17.268 16.433 16.260 -0.27
H -18.804 14.988 13.760 0.10
H -19.992 11.188 19.714 0.07
H -18.508 10.403 20.132 0.06
S -16.944 14.998 16.267 0.90
C -15.928 15.802 8.842 -0.05
H -13.189 18.659 13.699 0.13
H -21.939 14.510 11.708 0.11
H -14.947 13.593 14.795 0.03
H -19.576 10.439 14.576 0.10
C -16.651 14.559 13.781 -0.18
H -18.569 16.640 11.734 0.11
H -14.572 15.514 11.094 0.12
H -19.546 14.136 12.445 0.09
H -16.277 17.666 16.642 0.06
C -19.075 11.320 20.288 -0.02
H -12.772 13.264 13.782 0.10
H -12.327 14.496 16.537 0.11
H -16.663 12.896 15.931 0.08
C -14.781 16.194 11.920 -0.15
O -16.007 14.602 15.011 -0.31
C -16.622 11.818 17.849 -0.41
H -16.350 16.722 9.244 0.10
C -18.286 18.538 16.658 -0.14
C -14.310 15.551 13.197 -0.21
O -19.846 13.979 20.210 0.03
H -14.659 9.207 18.689 0.08
C -16.942 14.775 10.832 -0.47
H -22.571 16.767 11.688 0.12
H -14.450 12.565 17.440 0.10
H -20.176 13.352 18.344 0.08
C -17.318 12.303 16.569 -0.03
H -18.046 13.483 12.358 0.02
H -19.400 14.120 17.012 0.07

---

16
Properties=species:S:1:pos:R:3:lowdin_charge:R:1 method="wB97M-V/def2-TZVPD" fmax_ev_per_a=4.06 energy_ha=-602.2481 e_above_lowest_kj_mol=40.6 e_lumo_ev=-4.24 charge=+1
H 0.770 -1.826 -1.699 0.12
H -2.661 -0.075 1.120 0.02
C 0.729 1.055 0.729 -0.06
H -2.419 1.033 -0.077 0.08
C 0.847 -1.004 -1.102 -0.04
I -0.558 -0.910 2.912 1.02
N 0.376 -1.192 0.161 0.02
H -1.855 -0.471 -0.301 0.04
N -2.021 0.220 0.395 0.03
C 1.356 0.178 -1.434 0.00
C 1.332 1.203 -0.470 0.01
H 1.755 0.211 -2.413 0.12
C 0.135 -0.182 1.024 -0.69
H 1.679 2.108 -0.693 0.09
H 0.015 -2.095 0.349 0.12
H 0.520 1.745 1.499 0.11

---

9
Properties=species:S:1:pos:R:3:lowdin_charge:R:1 method="wB97M-V/def2-TZVPD" fmax_ev_per_a=5.43 energy_ha=-267.1058 e_above_lowest_kj_mol=228.3 e_lumo_ev=0.07 smiles="O=CCC=O"
H -0.036 0.634 1.605 0.14
H -0.757 -0.095 -1.264 0.09
C -0.339 -0.267 -0.333 -0.16
O 1.722 -0.306 0.702 0.00
C -0.746 0.752 0.698 -0.21
H -0.952 -1.164 -0.415 0.15
O -1.512 1.726 0.778 0.03
H 1.526 -0.882 -1.373 0.16
C 1.094 -0.397 -0.399 -0.20

---

80
Properties=species:S:1:pos:R:3:lowdin_charge:R:1 method="wB97M-V/def2-TZVPD" fmax_ev_per_a=0.75 energy_ha=-4300.4239 e_above_lowest_kj_mol=0.2 e_lumo_ev=-7.80 charge=+2
H 4.291 1.169 -0.352 0.06
F 0.402 -1.774 -3.402 0.19
C -6.861 -0.418 -0.224 -0.02
C -1.061 -2.812 2.243 0.00
C -4.560 0.567 0.009 0.05
N -1.257 -0.888 0.764 -0.08
O -0.964 1.489 0.202 -0.31
H 1.136 -4.691 -0.290 0.13
H 0.989 -6.680 0.975 0.09
F -1.673 3.484 1.533 0.18
C 2.219 -2.560 -1.367 -0.55
O 1.950 -0.573 1.472 -0.26
H 0.249 2.731 -2.051 0.11
C -0.704 1.415 4.888 0.01
F -1.326 -1.726 -2.100 0.18
C -0.145 -2.327 -2.321 -0.55
H -7.060 -0.304 -1.292 0.10
C 3.639 -0.335 3.197 -0.56
H -0.355 -6.825 2.118 0.10
H -5.402 -2.695 0.174 0.13
C 1.400 0.420 3.479 -0.15
F 2.826 -1.638 -2.122 0.16
C -3.191 0.471 0.192 -0.07
F 2.919 -2.692 -0.245 0.18
C 0.750 -2.111 -1.071 -0.24
F -3.634 2.589 -1.802 0.21
C 2.906 1.413 -3.494 -0.06
O 0.816 -0.728 -0.862 -0.24
H -1.789 1.109 3.059 0.11
C 0.530 1.330 5.510 0.05
H 5.197 1.527 -1.834 0.11
H 0.867 1.527 -4.318 0.13
H -5.012 1.538 -0.141 0.14
C 0.159 -2.841 0.144 -0.06
H -7.402 -1.296 0.124 0.09
C -2.623 -0.784 0.449 -0.17
N 3.123 1.532 -2.043 -0.11
C 4.331 1.009 -1.426 -0.01
F 2.253 -3.717 -2.029 0.19
C -0.687 -2.180 1.054 -0.25
H 1.212 -6.263 2.676 0.10
C 0.105 -4.808 1.571 -0.20
W 0.304 0.173 0.727 1.81
H 0.652 1.645 6.538 0.12
H -7.258 0.463 0.277 0.09
H -1.570 1.787 5.415 0.13
C 1.625 0.814 4.805 -0.14
F -3.349 2.284 2.163 0.15
C 3.918 0.084 4.516 -0.08
F -0.370 -3.612 -2.553 0.21
C 2.948 0.630 5.311 -0.58
C -0.666 -4.102 2.500 0.01
C -3.437 -1.918 0.420 0.03
C -2.747 2.835 1.095 -0.55
Cl 4.871 -1.035 2.242 0.81
H 3.714 1.896 -4.039 0.14
S 1.847 2.107 0.282 0.80
H -3.001 -2.895 0.573 0.13
F -1.624 3.332 -1.532 0.16
C 0.511 -4.155 0.409 0.06
C -4.791 -1.802 0.195 0.01
N 0.198 0.583 2.844 -0.02
C -5.387 -0.556 0.009 -0.21
H 4.921 -0.044 4.899 0.12
C -0.834 1.038 3.560 -0.06
H 1.648 3.104 -4.107 0.13
C 1.545 2.101 -3.692 -0.07
C 2.372 -0.203 2.688 -0.36
C 2.017 1.914 -1.442 -0.68
H 4.423 -0.057 -1.630 0.09
H 2.881 0.355 -3.760 0.13
H -1.709 -2.283 2.932 0.14
C -2.332 1.713 0.064 -0.24
F -1.949 1.312 -2.227 0.17
C -2.422 2.258 -1.402 -0.55
F -3.593 3.706 0.561 0.20
Cl 3.311 1.101 6.918 0.79
C 0.512 -6.225 1.840 -0.01
N 1.050 2.179 -2.311 0.07
H -0.973 -4.589 3.417 0.14

---

13
Properties=species:S:1:pos:R:3:lowdin_charge:R:1 method="wB97M-V/def2-TZVPD" fmax_ev_per_a=4.91 energy_ha=-286.4797 e_above_lowest_kj_mol=399.0 e_lumo_ev=0.99 smiles="CC1=CCNO1"
C -0.558 0.146 -0.023 -0.21
C 0.091 -0.981 -0.184 -0.07
H -2.658 -0.147 -0.369 0.05
H 2.204 -1.293 0.423 0.11
H -2.402 1.028 0.940 0.11
H 2.010 -0.675 -1.163 0.12
N 1.738 0.653 0.326 -0.08
H -0.417 -1.947 -0.299 0.13
H 2.020 0.652 1.263 0.08
O 0.526 1.312 0.206 -0.12
C 1.501 -0.751 -0.193 -0.19
H -2.089 1.422 -0.891 0.14
C -1.967 0.581 -0.035 -0.05